ORCA calculation (the ωB97M-V functional and the def2-TZVPD basis) on a cluster of 2 separate species, C5H6N2O in total.

```
! RIJCOSX wB97M-V def2-TZVPD def2/J DEFGRID3
* xyz 0 1
C -0.676 -0.021 -0.434
C 1.782 -0.116 -0.533
C 2.216 -0.115 0.782
C -1.565 -0.895 -0.225
C -2.905 -0.312 -0.077
H -1.316 1.513 0.265
H 0.261 1.609 0.309
H 2.572 0.126 -1.471
H 3.340 0.235 0.935
H 1.432 -0.907 1.774
H -0.969 -1.990 -0.250
N -0.697 1.339 -0.455
N -3.902 0.060 0.221
O 0.425 -0.527 -0.841
*
```

Computed properties:
Maximum force, eV Å⁻¹: 8.16
E, eV: -10303.016
HOMO, eV: -9.24
ΔE to the lowest compared entry with this formula, charge and spin, kJ/mol: 635.57

natural (NBO) population analysis, charges in e, atoms 1 to 2: 0.482, 0.067